1.
The following is a quantum chemistry calculation of a molecular structure, C32H61Br3F16O15P3 in a non-equilibrium geometry, from OMol25.

## Properties
- Relative energy (zero: lowest compared OMol25 entry of this formula, charge and spin): 0.00 kcal/mol
- Charge: -1
- E_LUMO: 2.028 eV
- Gap between HOMO and LUMO: 5.21 eV

```
130
Properties=species:S:1:pos:R:3:mulliken_charge:R:1
C 1.263 -1.636 2.232 0.62
C 1.401 -0.760 0.991 1.37
C 0.041 -0.366 0.377 1.92
O 2.163 0.333 1.227 -1.02
H 2.264 -1.930 2.539 0.29
H 0.671 -2.545 2.026 -1.16
H 0.735 -1.100 3.034 -0.26
H 1.890 -1.419 0.196 -0.77
H -0.510 0.319 1.035 -0.42
H -0.637 -1.234 0.226 -1.10
H 0.240 0.132 -0.573 -0.37
C -4.023 3.953 -2.995 -0.92
C -3.113 5.143 -3.210 -0.14
O -3.035 5.958 -2.031 -0.39
P -1.822 5.844 -1.054 0.77
O -0.523 5.674 -1.670 -0.54
O -1.977 7.119 -0.147 -0.35
C -1.240 8.311 -0.494 -0.30
C -1.883 9.078 -1.598 -1.05
O -2.280 4.685 -0.108 -0.18
C -1.511 4.525 1.110 -0.61
C -1.564 3.083 1.542 -0.27
H -3.674 3.314 -2.186 0.08
H -5.040 4.269 -2.749 0.34
H -4.075 3.374 -3.922 0.36
H -2.122 4.756 -3.474 0.17
H -3.456 5.732 -4.059 0.40
H -1.197 8.891 0.425 0.36
H -0.212 8.059 -0.767 0.29
H -2.943 9.221 -1.405 0.26
H -1.400 10.063 -1.637 0.43
H -1.691 8.660 -2.585 0.27
H -0.472 4.803 0.911 0.47
H -1.927 5.189 1.868 0.39
H -1.082 2.951 2.499 0.13
H -2.600 2.732 1.618 0.25
H -1.137 2.447 0.765 -0.15
C 0.509 -1.214 -3.807 -1.56
C 0.149 -1.818 -2.485 0.96
O -0.504 -3.089 -2.756 -0.52
P -1.062 -3.976 -1.604 0.93
O -0.234 -4.137 -0.431 -0.23
O -2.495 -3.368 -1.271 -0.05
C -3.453 -3.134 -2.324 -0.50
C -4.816 -3.675 -1.931 -1.08
O -1.328 -5.290 -2.439 -0.53
C -2.102 -6.349 -1.817 0.86
C -1.758 -7.641 -2.531 -1.71
H -0.309 -1.183 -4.521 0.39
H 0.886 -0.204 -3.609 0.27
H 1.362 -1.720 -4.274 0.37
H 0.960 -1.858 -1.760 -0.07
H -0.627 -1.167 -2.058 -0.31
H -3.543 -2.038 -2.347 0.38
H -3.152 -3.412 -3.332 0.47
H -5.187 -3.205 -1.023 0.18
H -5.530 -3.451 -2.727 0.40
H -4.801 -4.756 -1.775 0.24
H -1.866 -6.329 -0.751 -0.22
H -3.170 -6.150 -1.939 -0.18
H -0.695 -7.817 -2.644 0.36
H -2.195 -8.480 -1.974 0.40
H -2.254 -7.649 -3.502 0.42
C 5.605 -0.712 -1.968 -1.46
C 4.129 -0.489 -2.185 0.33
O 3.896 0.666 -3.029 -0.31
P 3.418 2.004 -2.357 0.47
O 4.092 2.358 -1.120 -0.74
O 1.873 1.791 -2.243 0.22
C 0.959 2.838 -1.858 -0.50
C -0.439 2.411 -2.268 0.44
O 3.558 3.056 -3.528 -0.14
C 4.835 3.463 -4.056 -0.25
C 4.666 3.854 -5.514 -1.26
H 5.791 -1.458 -1.201 0.39
H 6.083 -0.959 -2.923 0.33
H 6.093 0.222 -1.673 0.31
H 3.688 -1.359 -2.684 0.25
H 3.573 -0.393 -1.245 0.08
H 1.011 2.907 -0.767 0.23
H 1.241 3.782 -2.317 0.72
H -1.191 2.886 -1.647 -0.54
H -0.619 2.756 -3.294 0.31
H -0.519 1.325 -2.256 -0.53
H 5.224 4.274 -3.436 0.32
H 5.572 2.654 -3.996 0.28
H 5.596 4.288 -5.894 0.38
H 4.383 2.983 -6.106 0.30
H 3.877 4.591 -5.682 0.30
C 2.829 -0.281 5.571 -0.89
C 2.925 -1.744 5.897 1.04
C 4.216 -2.353 5.383 -0.04
F 4.334 -3.674 5.704 -0.29
F 4.319 -2.249 4.042 -0.18
F 2.953 -1.881 7.278 -0.36
F 1.870 -2.445 5.445 -0.23
O 1.621 0.132 6.192 -0.32
C 1.355 1.455 6.162 0.73
C 1.135 2.040 4.774 0.61
F 0.578 3.266 4.914 -0.30
F 2.290 2.145 4.114 -0.24
F 0.169 1.584 6.835 -0.31
F 2.300 2.165 6.850 -0.33
H 2.756 -0.126 4.490 0.49
H 3.688 0.227 6.008 0.36
H 5.084 -1.833 5.809 0.27
H 0.475 1.371 4.205 0.00
C -2.446 -2.331 1.696 1.17
C -3.228 -1.065 1.574 0.78
C -3.390 -0.340 2.911 -0.06
F -2.158 0.051 3.332 -0.07
F -4.175 0.768 2.763 -0.32
F -2.652 -0.267 0.653 -0.04
F -4.502 -1.372 1.106 -0.41
O -3.023 -3.105 2.747 -0.67
C -2.845 -4.408 2.673 0.70
C -1.368 -4.788 2.607 1.14
F -0.676 -4.033 3.495 -0.21
F -1.185 -6.062 2.970 -0.30
F -3.423 -4.914 3.777 -0.36
F -3.458 -4.930 1.566 -0.29
H -1.386 -2.134 1.891 -0.39
H -2.495 -2.823 0.719 -0.16
H -3.822 -0.987 3.674 0.21
H -0.963 -4.500 1.624 -0.54
C 1.982 -6.942 1.362 -0.47
Br 1.986 -5.169 2.112 0.11
Br 0.327 -7.498 0.581 0.00
Br 2.510 -8.196 2.757 -0.11
H 2.792 -7.009 0.659 0.51
```



2.
The following is a quantum chemistry calculation of a molecular structure, C23H14Cl4I2MoN5O8S, from OMol25.

## Properties
- Relative energy (zero: lowest compared OMol25 entry of this formula, charge and spin): 0.00 kcal/mol
- Charge: -1
- E_LUMO: 1.576 eV
- Gap between HOMO and LUMO: 6.12 eV

```
58
Properties=species:S:1:pos:R:3:mulliken_charge:R:1
Mo -1.018 1.510 1.433 -0.31
C 3.676 1.373 1.684 -0.79
N 3.064 1.988 0.514 0.19
C 3.480 1.778 -0.790 -1.01
C 2.543 2.284 -1.605 -0.21
N 1.547 2.809 -0.784 0.66
C 1.870 2.598 0.516 0.25
S 0.937 3.058 1.862 -0.33
C 0.310 3.317 -1.246 0.00
C 0.314 4.102 -2.388 -0.90
C -0.899 4.515 -2.907 -0.41
C -2.057 4.120 -2.266 -1.12
C -1.958 3.355 -1.118 -0.37
N -0.791 2.968 -0.593 1.02
H 4.758 1.417 1.577 0.32
H 3.343 0.339 1.764 0.25
H 3.360 1.909 2.573 0.34
H 4.392 1.256 -1.016 0.45
H 2.457 2.278 -2.675 0.47
H 1.252 4.385 -2.845 0.53
H -0.934 5.128 -3.798 0.41
H -3.033 4.397 -2.639 0.42
H -2.836 3.014 -0.591 0.44
Cl -2.231 -2.732 -3.804 -0.22
C -1.446 -1.776 -2.598 0.65
C -0.079 -1.912 -2.385 0.11
Cl 0.844 -3.051 -3.302 -0.21
C 0.546 -1.129 -1.406 0.93
Cl 2.230 -1.340 -1.062 -0.10
C -0.184 -0.239 -0.634 -0.90
O 0.360 0.501 0.339 0.18
C -1.575 -0.098 -0.848 0.24
O -2.223 0.760 -0.096 -0.98
C -2.187 -0.870 -1.835 0.30
Cl -3.884 -0.677 -2.069 -0.20
I 0.863 0.319 4.386 -0.15
C -0.702 1.611 3.606 -1.40
H -0.451 2.582 4.023 0.59
H -1.594 1.244 4.103 0.68
I -2.850 3.504 2.183 -0.29
O -3.488 -1.394 1.694 -0.68
C -2.293 -1.245 1.778 0.05
O -1.681 -0.188 2.246 -0.22
C -1.357 -2.357 1.349 0.84
C -1.873 -3.441 0.661 -0.64
C -1.010 -4.439 0.239 -0.15
C 0.346 -4.410 0.496 -0.57
C 0.823 -3.325 1.205 -0.51
C 0.004 -2.294 1.627 0.66
N 2.260 -3.265 1.520 1.22
O 2.982 -4.109 1.026 -0.67
O 2.655 -2.333 2.189 -0.61
N -1.553 -5.586 -0.508 1.11
O -2.752 -5.628 -0.688 -0.63
O -0.772 -6.445 -0.870 -0.66
H -2.932 -3.486 0.451 0.59
H 1.001 -5.196 0.156 0.62
H 0.423 -1.454 2.166 -0.31
```



3.
The following is a quantum chemistry calculation of a molecular structure, C29H42Cl2N12OTi in a non-equilibrium geometry, from OMol25.

## Properties
- Spin multiplicity: 2
- Charge: +3
- E_LUMO (spin up / spin down): -9.383 / -9.555 eV
- Gap between HOMO and LUMO (spin up / spin down): 4.89 / 4.72 eV

```
87
Properties=species:S:1:pos:R:3:mulliken_charge:R:1
Ti -0.336 -0.526 -0.718 -1.63
C 3.190 -2.721 -2.093 -1.90
C 1.922 -2.262 -1.470 0.93
N 1.088 -1.449 -2.002 0.67
C 1.314 -0.907 -3.350 -0.68
C -0.011 -0.356 -3.923 -0.92
N -1.062 -0.333 -2.873 0.29
C -2.135 0.693 -3.046 -1.14
C -2.628 1.095 -1.663 -0.10
N -1.395 1.429 -0.894 -0.24
C -1.611 2.091 0.423 -1.06
C -1.898 1.040 1.476 -0.94
N -0.996 -0.095 1.217 1.48
C -0.803 -0.987 2.113 0.50
C -1.411 -0.961 3.467 -1.84
C 0.138 -2.056 1.676 0.20
C 0.576 -3.131 2.431 -0.63
C 1.518 -3.992 1.892 -1.35
C 2.025 -3.741 0.622 -0.71
C 1.534 -2.658 -0.080 0.02
N 0.589 -1.859 0.432 1.34
H 3.729 -1.864 -2.501 0.40
H 2.992 -3.404 -2.926 0.38
H 3.836 -3.227 -1.381 0.56
H 1.730 -1.667 -4.008 0.55
H 2.060 -0.115 -3.274 0.28
H -0.335 -0.959 -4.768 0.44
H 0.135 0.655 -4.294 0.29
H -1.520 -1.239 -2.887 0.21
H -2.947 0.333 -3.674 0.40
H -1.700 1.560 -3.543 0.37
H -3.136 0.261 -1.183 0.01
H -3.318 1.937 -1.713 0.56
H -0.883 2.087 -1.474 0.38
H -2.407 2.832 0.374 0.49
H -0.684 2.599 0.679 0.14
H -2.934 0.701 1.423 0.25
H -1.739 1.451 2.471 0.71
H -2.463 -0.682 3.420 0.41
H -0.892 -0.207 4.070 0.34
H -1.326 -1.914 3.982 0.62
H 0.204 -3.288 3.435 0.51
H 1.874 -4.841 2.464 0.52
H 2.778 -4.386 0.189 0.57
Cl 1.599 1.205 -0.592 0.47
C 2.711 2.266 -1.583 -0.72
Cl 4.346 1.726 -1.412 -0.07
H 2.591 3.260 -1.173 0.50
H 2.406 2.209 -2.619 0.41
C -4.384 -2.133 0.515 -0.58
N -3.467 -3.206 0.127 -0.22
C -2.308 -3.017 -0.489 0.47
N -1.566 -4.086 -0.822 -0.34
O -1.895 -1.841 -0.761 0.03
H -4.836 -2.381 1.471 0.35
H -5.172 -2.003 -0.225 0.31
H -3.828 -1.207 0.613 0.00
H -3.803 -4.151 0.232 0.23
H -1.912 -5.026 -0.717 0.25
H -0.756 -3.954 -1.401 0.15
C 2.429 3.194 2.250 -1.09
C 2.461 1.877 2.960 0.76
N 2.040 0.733 2.455 0.10
C 2.347 -0.220 3.413 -0.31
C 2.939 0.355 4.488 -0.92
N 3.007 1.695 4.194 0.26
C 3.513 2.687 5.145 -1.35
N 2.643 2.809 6.272 0.69
N 3.073 2.327 7.486 -0.57
N 2.155 2.501 8.352 -0.50
C 1.074 3.106 7.719 0.13
C -0.156 3.506 8.245 -0.69
C -1.054 4.088 7.379 -0.60
C -0.743 4.267 6.017 -0.65
C 0.470 3.876 5.486 -0.58
C 1.379 3.300 6.380 1.38
H 1.531 3.259 1.636 -0.02
H 3.304 3.301 1.603 0.22
H 2.428 4.042 2.932 0.47
H 2.154 -1.271 3.264 0.33
H 3.311 -0.041 5.421 0.51
H 3.660 3.638 4.642 0.61
H 4.466 2.347 5.539 0.32
H -0.374 3.367 9.296 0.45
H -2.012 4.430 7.749 0.40
H -1.473 4.744 5.373 0.43
H 0.699 4.033 4.439 0.32
```



4.
The following is a quantum chemistry calculation of a gas-phase ion, C6H13NO (charge -1) in a non-equilibrium geometry, from OMol25.

## Properties
- Spin multiplicity: 2
- Relative energy (zero: lowest compared OMol25 entry of this formula, charge and spin): 58.50 kcal/mol
- Charge: -1
- E_LUMO (spin up / spin down): 3.450 / 3.423 eV
- Gap between HOMO and LUMO (spin up / spin down): 2.84 / 6.67 eV

```
21
Properties=species:S:1:pos:R:3:mulliken_charge:R:1
C -0.326 -0.522 0.300 -0.93
N 0.631 -0.540 1.440 -0.44
C -0.169 -0.411 2.738 -0.29
C 0.346 0.814 3.578 -0.46
O 1.501 0.994 3.900 -0.67
C 0.460 -0.711 -1.186 -0.64
C -0.617 0.305 -3.306 -1.27
C 0.226 0.583 -1.975 -0.52
H -1.191 0.164 0.381 0.41
H -0.829 -1.425 0.204 0.17
H 1.208 0.367 1.586 0.24
H 0.038 -1.234 3.423 0.23
H -1.236 -0.281 2.573 0.19
H -0.437 1.580 3.767 0.36
H 1.543 -1.057 -1.024 0.41
H 0.167 -1.597 -1.780 0.48
H -0.934 1.227 -3.774 0.35
H -1.409 -0.419 -3.129 0.37
H 0.015 -0.092 -4.065 0.33
H -0.277 1.332 -1.365 0.49
H 1.289 0.923 -2.288 0.18
```



5.
The following is a quantum chemistry calculation of a molecular structure, C21H31As3AuO6S in a non-equilibrium geometry, from OMol25.

## Properties
- Spin multiplicity: 3
- Relative energy (zero: lowest compared OMol25 entry of this formula, charge and spin): 10.13 kcal/mol
- Charge: -1
- E_LUMO (spin up / spin down): 2.500 / 1.753 eV
- Gap between HOMO and LUMO (spin up / spin down): 7.17 / 7.83 eV

```
63
Properties=species:S:1:pos:R:3:mulliken_charge:R:1
Au 1.762 -0.530 0.390 0.50
O 4.750 -1.457 -2.815 -0.60
As 3.780 -0.368 -1.826 1.21
O 4.364 1.147 -2.023 -0.86
O 3.845 -0.940 -0.236 -0.65
C 1.998 -0.408 -2.636 0.01
C 1.655 0.758 -3.312 -0.66
C 0.406 0.890 -3.903 -0.63
C -0.520 -0.141 -3.820 -0.49
C -0.194 -1.312 -3.153 -0.74
C 1.060 -1.448 -2.569 0.20
S 1.364 -2.955 -1.650 1.39
O 2.750 -3.307 -1.858 -0.77
O 0.402 -3.929 -2.111 -0.78
O 1.058 -2.540 -0.244 -0.68
H 4.427 -2.348 -2.580 0.42
H 2.390 1.554 -3.346 0.56
H 0.155 1.801 -4.433 0.39
H -1.497 -0.034 -4.275 0.42
H -0.885 -2.141 -3.074 0.55
C -1.088 2.771 -0.344 -1.42
As -0.920 1.032 0.552 1.18
C -1.732 1.565 2.268 -1.38
C -2.557 0.152 -0.155 0.17
C -3.439 0.815 -1.008 -0.29
C -4.535 0.164 -1.556 -0.69
C -4.754 -1.175 -1.267 -0.86
C -3.890 -1.839 -0.410 -0.30
C -2.797 -1.193 0.164 0.05
As -1.722 -2.076 1.566 0.33
C -1.789 -3.928 0.943 -1.18
C -3.262 -2.242 2.812 -1.24
H -1.987 3.301 -0.030 0.45
H -1.097 2.632 -1.425 0.33
H -0.213 3.365 -0.082 0.34
H -2.792 1.758 2.111 0.42
H -1.249 2.467 2.642 0.42
H -1.610 0.766 2.998 0.33
H -3.269 1.853 -1.263 0.32
H -5.210 0.701 -2.212 0.38
H -5.602 -1.695 -1.698 0.39
H -4.080 -2.880 -0.177 0.25
H -2.806 -4.309 0.855 0.42
H -1.246 -4.540 1.665 0.43
H -1.264 -4.012 -0.009 0.25
H -4.118 -2.690 2.307 0.37
H -3.551 -1.267 3.207 0.33
H -2.968 -2.880 3.648 0.42
C 4.124 1.444 1.959 -1.75
C 2.666 1.930 2.066 2.46
C 2.658 3.466 2.069 -1.88
C 2.049 1.413 3.371 -1.59
C 1.895 1.433 0.868 -1.31
H 4.744 1.956 2.703 0.49
H 4.523 1.644 0.962 0.33
H 4.188 0.366 2.118 0.33
H 3.173 3.855 2.952 0.45
H 1.631 3.846 2.075 0.30
H 3.162 3.843 1.176 0.42
H 2.684 1.658 4.227 0.49
H 1.923 0.327 3.324 0.27
H 1.065 1.862 3.532 0.22
H 1.995 2.047 -0.031 0.77
```



6.
The following is a quantum chemistry calculation of 8 unconnected molecules or ions with the total composition C3H20ClO7 in a non-equilibrium geometry, from OMol25.

## Properties
- Spin multiplicity: 2
- E_LUMO (spin up / spin down): 0.087 / -6.525 eV
- Gap between HOMO and LUMO (spin up / spin down): 10.29 / 3.66 eV

```
31
Properties=species:S:1:pos:R:3:mulliken_charge:R:1
Cl 0.156 0.553 -0.125 -0.57
C -1.361 -2.626 -2.990 -0.61
O -0.728 -2.378 -1.746 -0.48
H -2.025 -3.473 -2.818 0.26
H -2.077 -1.836 -3.214 0.25
H -0.646 -2.721 -3.808 0.26
H -0.167 -1.601 -1.695 0.24
C -2.460 -0.279 3.144 -0.63
O -1.469 -1.035 2.542 -0.38
H -2.874 -0.854 3.972 0.23
H -2.041 0.638 3.559 0.25
H -3.254 0.015 2.457 0.28
H -1.297 -0.524 1.748 0.23
C 3.369 1.593 1.162 -0.51
O 3.285 0.444 0.338 -0.25
H 3.195 2.592 0.762 0.25
H 2.486 1.577 1.802 0.32
H 4.201 1.518 1.862 0.31
H 2.338 0.358 0.212 0.27
O 0.560 -2.707 0.886 -0.57
H 0.641 -1.829 1.259 0.23
H 0.132 -2.570 0.041 0.45
O 0.799 3.462 1.064 -0.58
H 0.393 2.686 0.677 0.29
H 1.214 3.909 0.326 0.33
O -2.788 1.580 -0.740 -0.55
H -1.896 1.271 -0.584 0.35
H -2.907 1.503 -1.686 0.30
O 1.749 0.483 -3.112 -0.61
H 2.295 -0.286 -2.950 0.33
H 1.177 0.537 -2.347 0.29
```



7.
The following is a quantum chemistry calculation of 2 unconnected molecules or ions with the total composition C3H6FN in a non-equilibrium geometry, from OMol25.

## Properties
- Relative energy (zero: lowest compared OMol25 entry of this formula, charge and spin): 33.51 kcal/mol
- E_LUMO: 0.983 eV
- Gap between HOMO and LUMO: 10.66 eV
- SMILES: C=C=CF.N

```
11
Properties=species:S:1:pos:R:3:mulliken_charge:R:1
C -2.168 -2.287 -0.653 -0.62
C -1.167 -1.508 -0.274 0.17
C -0.196 -0.669 -0.027 -0.09
F -0.280 0.668 -0.368 -0.22
H -2.951 -2.407 0.103 0.24
H -2.082 -2.850 -1.598 0.25
H 0.820 -0.865 0.407 0.27
N 2.045 2.225 0.480 -0.62
H 2.087 3.051 -0.093 0.21
H 2.760 2.294 1.133 0.21
H 1.132 2.349 0.890 0.22
```



8.
The following is a quantum chemistry calculation of 2 unconnected molecules or ions with the total composition CH4P2S in a non-equilibrium geometry, from OMol25.

## Properties
- Relative energy (zero: lowest compared OMol25 entry of this formula, charge and spin): 42.30 kcal/mol
- E_LUMO: -0.024 eV
- Gap between HOMO and LUMO: 8.83 eV

```
8
Properties=species:S:1:pos:R:3:mulliken_charge:R:1
C 0.629 -0.437 -0.407 -1.01
P -1.856 0.266 1.146 0.00
P -0.004 1.074 0.424 0.15
S -0.343 0.367 2.490 -0.17
H -0.131 -1.065 -1.064 0.29
H 0.977 -1.107 0.270 0.40
H 1.542 -0.291 -1.014 0.33
H -2.341 2.195 0.961 0.01
```